# 1
{
  "formula": "H18O9",
  "method": "ωB97M-V/def2-TZVPD",
  "multiplicity": 1,
  "smiles": "O.O.O.O.O.O.O.O.O",
  "e_tot_ha": -687.93304,
  "e_above_lowest_ev": 2.524,
  "e_lumo_ha": -0.0157,
  "gap_ha": 0.3684,
  "homo_ha": -0.38414,
  "symbols": ["O", "H", "H", "O", "H", "H", "O", "H", "H", "O", "H", "H", "O", "H", "H", "O", "H", "H", "O", "H", "H", "O", "H", "H", "O", "H", "H"],
  "coordinates": [[3.097000, -21.770000, 0.119000], [4.025000, -21.650000, -0.149000], [2.782000, -22.443000, -0.509000], [7.505000, -19.402000, 1.291000], [6.758000, -18.780000, 1.208000], [8.221000, -18.783000, 1.330000], [3.857000, -19.796000, -2.403000], [3.725000, -19.311000, -3.207000], [3.027000, -19.610000, -2.006000], [5.529000, -20.679000, -4.669000], [6.246000, -20.938000, -4.037000], [4.890000, -21.338000, -4.439000], [8.499000, -20.868000, 3.191000], [7.881000, -20.621000, 2.469000], [7.892000, -21.154000, 3.911000], [4.978000, -18.269000, 0.520000], [4.038000, -18.193000, 0.360000], [5.396000, -18.059000, -0.316000], [3.532000, -22.245000, -3.638000], [3.730000, -21.552000, -3.047000], [2.717000, -21.941000, -3.956000], [5.745000, -17.941000, -1.998000], [5.910000, -17.367000, -2.751000], [4.987000, -18.467000, -2.288000], [5.881000, -21.445000, -0.479000], [5.730000, -20.855000, -1.145000], [6.622000, -21.221000, 0.000000]],
  "atomic_forces_ev_per_a": [[-0.2, -0.2, -0.9], [0.1, 0.0, 0.5], [0.1, 0.2, 0.4], [-1.1, 0.6, -0.7], [-0.4, -0.7, 0.1], [1.1, 0.2, 0.2], [0.4, -0.1, -0.1], [0.4, 0.1, -1.5], [-1.3, -0.1, 1.6], [1.9, 0.5, 0.9], [-0.5, 0.6, -1.0], [-1.1, -1.0, -0.3], [-1.1, -0.6, 0.7], [0.5, 0.1, 0.5], [0.8, 0.3, -0.7], [0.0, -0.1, 0.8], [-0.2, 0.0, 0.2], [0.1, 0.3, -0.6], [1.0, -1.9, -0.4], [0.7, 1.3, 1.7], [-2.1, 0.2, -1.1], [0.1, 0.3, -0.7], [0.3, 0.2, 0.1], [0.3, -0.3, 0.4], [-2.3, -3.7, 0.8], [-0.2, 2.7, -2.6], [2.5, 1.2, 1.6]],
  "mulliken_charge": [-0.629, 0.381, 0.335, -0.648, 0.359, 0.299, -0.643, 0.326, 0.263, -0.672, 0.319, 0.354, -0.659, 0.382, 0.302, -0.674, 0.241, 0.463, -0.678, 0.374, 0.320, -0.664, 0.305, 0.365, -0.650, 0.253, 0.274]
}

# 2
{
  "formula": "C2H5N3O2",
  "method": "ωB97M-V/def2-TZVPD",
  "multiplicity": 1,
  "smiles": "[H]/N=C(\\NN)OC=O",
  "e_tot_ha": -393.87277,
  "e_above_lowest_ev": 3.986,
  "e_lumo_ha": 0.0289,
  "gap_ha": 0.3865,
  "homo_ha": -0.35762,
  "symbols": ["H", "N", "C", "N", "N", "O", "C", "O", "H", "H", "H", "H"],
  "coordinates": [[-0.795304, 2.198427, -1.179285], [-0.088586, 1.951443, -0.441399], [-0.253118, 0.807787, 0.164363], [-1.471948, -0.010006, 0.092171], [-1.187199, -1.447556, -0.135651], [0.847920, 0.534045, 0.908644], [1.930428, -0.085823, 0.305227], [2.175295, -0.623076, -0.784297], [-2.191091, 0.338706, -0.475560], [-0.221540, -1.706933, -0.437477], [-1.346427, -1.813939, 0.864658], [2.601567, -0.143070, 1.118602]],
  "atomic_forces_ev_per_a": [[0.5, -0.6, 1.3], [-1.2, -1.6, -0.2], [-2.5, 3.7, -3.7], [5.4, -1.3, 1.6], [-1.0, 0.0, 2.8], [-0.1, -2.5, -0.3], [0.6, -1.8, -2.0], [-2.2, 2.3, 3.1], [-0.6, 0.6, -1.2], [-0.9, 1.0, 0.3], [0.6, 0.2, -2.3], [1.3, 0.1, 0.8]],
  "mulliken_charge": [0.217, -0.645, 0.617, -0.142, -0.600, -0.286, 0.102, -0.460, 0.269, 0.294, 0.283, 0.352]
}

# 3
{
  "formula": "C4H8N2O",
  "method": "ωB97M-V/def2-TZVPD",
  "multiplicity": 1,
  "smiles": "C/N=C(\\C)C(N)=O",
  "e_tot_ha": -341.85360,
  "e_above_lowest_ev": 4.083,
  "e_lumo_ha": -0.0073,
  "gap_ha": 0.3315,
  "homo_ha": -0.33872,
  "symbols": ["C", "N", "C", "C", "C", "N", "O", "H", "H", "H", "H", "H", "H", "H", "H"],
  "coordinates": [[-1.181805, 1.379577, -0.633531], [-0.076944, 1.079640, 0.215664], [0.004560, -0.201238, 0.119198], [-1.074290, -1.255043, 0.248266], [1.415564, -0.678861, 0.148228], [2.318867, 0.326078, 0.210032], [1.669414, -1.869682, 0.130173], [-0.912956, 1.218613, -1.741436], [-2.165852, 0.970709, -0.465797], [-1.199623, 2.274703, 0.183318], [-1.948561, -1.137742, -0.378159], [-0.708729, -2.265420, 0.070940], [-1.416520, -1.211011, 1.291449], [1.989321, 1.279743, 0.290262], [3.287550, 0.089939, 0.311398]],
  "atomic_forces_ev_per_a": [[-2.2, 4.8, 2.1], [1.3, -5.2, -1.9], [1.6, -0.3, 2.3], [-0.1, -0.2, -0.4], [0.5, -0.6, 1.1], [0.2, -0.2, -0.1], [0.5, -0.1, -0.3], [-0.4, 1.6, 1.7], [-0.1, -1.0, 0.2], [-1.9, 0.9, -4.3], [-0.1, 0.3, -0.1], [0.4, 0.2, 0.0], [0.1, 0.1, -0.2], [0.1, -0.3, -0.1], [0.1, 0.0, 0.0]],
  "mulliken_charge": [-1.031, -0.427, 0.940, -1.191, 0.184, -0.315, -0.634, 0.267, 0.329, 0.371, 0.398, 0.339, 0.280, 0.260, 0.228]
}

# 4
{
  "formula": "C4H7NO",
  "method": "ωB97M-V/def2-TZVPD",
  "multiplicity": 1,
  "smiles": "O=CNC1CC1",
  "e_tot_ha": -286.58491,
  "e_above_lowest_ev": 1.272,
  "e_lumo_ha": 0.0382,
  "gap_ha": 0.3965,
  "homo_ha": -0.35828,
  "symbols": ["O", "C", "N", "C", "C", "C", "H", "H", "H", "H", "H", "H", "H"],
  "coordinates": [[2.785727, -1.532743, -0.248831], [1.846048, -0.811710, -0.507350], [1.070698, -0.156668, 0.395608], [-0.040931, 0.639780, -0.015728], [-1.270043, 0.542747, 0.830745], [-1.266615, -0.055837, -0.544481], [1.490011, -0.588481, -1.533913], [1.275268, -0.250511, 1.380566], [0.210491, 1.606138, -0.452415], [-1.221354, -0.145820, 1.670515], [-1.833016, 1.449989, 1.018066], [-1.833130, 0.441552, -1.325045], [-1.222546, -1.138406, -0.624481]],
  "atomic_forces_ev_per_a": [[-0.3, 0.3, -0.1], [0.0, 0.0, 0.1], [0.1, -0.2, 0.0], [0.0, 0.2, 0.0], [-0.1, 0.1, 0.2], [-0.1, -0.1, -0.2], [0.2, -0.2, 0.0], [0.1, 0.0, -0.1], [-0.1, -0.1, 0.2], [0.0, 0.1, -0.1], [0.0, -0.1, -0.1], [0.1, -0.1, 0.1], [0.0, 0.2, 0.0]],
  "mulliken_charge": [-0.564, 0.057, -0.193, -0.008, -0.666, -0.495, 0.305, 0.238, 0.311, 0.277, 0.238, 0.240, 0.259]
}

# 5
{
  "formula": "C6H6Br2Si",
  "method": "ωB97M-V/def2-TZVPD",
  "multiplicity": 1,
  "e_tot_ha": -5669.75725,
  "e_above_lowest_ev": 0.000,
  "e_lumo_ha": -0.0372,
  "gap_ha": 0.3005,
  "homo_ha": -0.33778,
  "symbols": ["C", "C", "C", "C", "C", "C", "Si", "Br", "Br", "H", "H", "H", "H", "H", "H"],
  "coordinates": [[-0.530571, -0.513275, -2.086992], [-0.182623, -1.418644, -1.189022], [-0.515938, 0.830134, -1.762319], [0.370159, -1.095296, 0.089002], [-0.034199, 1.236383, -0.572096], [0.480042, 0.295259, 0.311416], [0.793075, 0.743174, 2.128300], [0.071183, -1.653016, 3.788234], [-0.786660, 2.221270, 2.721123], [-1.132337, -0.713636, -2.990217], [-0.284983, -2.456141, -1.380977], [-0.911189, 1.539629, -2.445539], [0.670093, -1.889164, 0.913747], [-0.068320, 2.240845, -0.406225], [2.062268, 0.632476, 2.881566]],
  "atomic_forces_ev_per_a": [[-2.4, 1.9, -2.1], [1.8, -2.5, 3.1], [0.1, -0.3, -0.7], [0.2, 0.2, -0.2], [0.6, -1.7, -0.1], [0.2, -1.1, 2.7], [-1.5, -1.8, 0.8], [0.5, 1.8, -1.4], [1.0, -0.5, -0.1], [0.9, -0.6, 0.3], [-0.2, -0.9, -0.4], [-0.3, 0.5, -0.5], [-0.8, 1.8, -2.0], [0.1, 2.6, 1.0], [-0.2, 0.5, -0.3]],
  "mulliken_charge": [-0.567, -0.375, -0.265, -0.436, -0.695, 0.808, 0.535, -0.501, -0.145, 0.296, 0.370, 0.395, 0.162, 0.424, -0.006]
}

# 6
{
  "formula": "C3H5NO2S",
  "method": "ωB97M-V/def2-TZVPD",
  "multiplicity": 1,
  "smiles": "C/C(=N/S)C(=O)O",
  "e_tot_ha": -720.71069,
  "e_above_lowest_ev": 0.974,
  "e_lumo_ha": 0.0063,
  "gap_ha": 0.3569,
  "homo_ha": -0.35053,
  "symbols": ["C", "C", "N", "S", "C", "O", "O", "H", "H", "H", "H", "H"],
  "coordinates": [[-1.384694, 1.860021, 0.202056], [-0.442450, 0.681542, 0.040229], [0.813291, 0.932756, 0.030805], [2.100669, -0.164208, -0.144891], [-1.118907, -0.713440, 0.008043], [-2.168366, -0.875801, -0.564329], [-0.362049, -1.704777, 0.471488], [-0.944593, 2.621580, -0.458745], [-2.398224, 1.577591, -0.102271], [-1.381158, 2.209938, 1.237111], [2.993149, 0.787481, -0.412262], [0.346709, -1.422671, 1.079540]],
  "atomic_forces_ev_per_a": [[0.5, -0.3, -0.7], [0.1, -0.3, 1.1], [-0.6, -0.1, -0.5], [-0.7, -0.1, 0.0], [0.3, 1.2, -1.4], [0.8, -0.2, 0.8], [-0.1, -0.8, 0.6], [-0.6, 0.1, 0.4], [0.3, 0.2, 0.0], [0.0, 0.0, -0.1], [0.1, 0.1, 0.1], [-0.3, 0.1, -0.4]],
  "mulliken_charge": [-0.960, 0.538, -0.477, -0.132, 0.663, -0.524, -0.474, 0.284, 0.316, 0.264, 0.174, 0.330]
}

# 7
{
  "formula": "C33H30N2O3S2",
  "method": "ωB97M-V/def2-TZVPD",
  "multiplicity": 1,
  "smiles": "NC[C@@H](O)Cc1ccc2c(c1)C(=O)c1cccc(CCCSC(=S)N(c3ccccc3)c3ccccc3)c1C2=O",
  "e_tot_ha": -2407.12547,
  "e_above_lowest_ev": 0.000,
  "e_lumo_ha": -0.0316,
  "gap_ha": 0.2629,
  "homo_ha": -0.29456,
  "symbols": ["N", "C", "C", "O", "C", "C", "C", "C", "C", "C", "C", "C", "O", "C", "C", "C", "C", "C", "C", "C", "C", "S", "C", "S", "N", "C", "C", "C", "C", "C", "C", "C", "C", "C", "C", "C", "C", "C", "C", "O", "H", "H", "H", "H", "H", "H", "H", "H", "H", "H", "H", "H", "H", "H", "H", "H", "H", "H", "H", "H", "H", "H", "H", "H", "H", "H", "H", "H", "H", "H"],
  "coordinates": [[8.444850, -2.107755, -0.792787], [7.813148, -2.708299, 0.394918], [7.839503, -1.797226, 1.620950], [9.103879, -2.013596, 2.244535], [7.638642, -0.308312, 1.335796], [6.207599, 0.078037, 1.089353], [5.524528, 0.890088, 1.999962], [4.196600, 1.243360, 1.807465], [3.524659, 0.804673, 0.673291], [4.195598, -0.004840, -0.246247], [5.518231, -0.367373, -0.036888], [3.464340, -0.474896, -1.453126], [3.737777, -1.514669, -2.013788], [2.389058, 0.440080, -1.937444], [2.091629, 0.483095, -3.293280], [1.131935, 1.376121, -3.743722], [0.455563, 2.185703, -2.840575], [0.700434, 2.129510, -1.468039], [-0.116694, 2.986373, -0.538970], [-1.307026, 2.229885, 0.068635], [-2.509750, 2.202760, -0.879119], [-3.468790, 0.717087, -0.585222], [-5.132064, 1.227709, -0.728729], [-5.630504, 2.661894, -1.303607], [-6.077813, 0.277972, -0.237653], [-6.090517, -1.013837, -0.833595], [-6.638682, -2.096874, -0.150715], [-6.715488, -3.333984, -0.762573], [-6.258073, -3.517991, -2.057867], [-5.731552, -2.434801, -2.744099], [-5.650943, -1.192908, -2.145919], [-6.276234, 0.347691, 1.193766], [-7.489687, 0.854236, 1.634081], [-7.752124, 0.931492, 2.996310], [-6.800756, 0.505250, 3.913735], [-5.587117, -0.001216, 3.466211], [-5.321914, -0.083174, 2.106609], [1.705473, 1.254319, -1.020449], [2.105710, 1.179374, 0.418431], [1.340578, 1.424742, 1.331091], [7.802015, -2.115500, -1.573662], [9.233839, -2.663425, -1.091806], [6.780585, -2.986507, 0.184521], [8.347674, -3.611482, 0.682922], [7.029886, -2.118208, 2.288264], [9.128374, -1.529962, 3.075156], [8.271426, -0.002377, 0.503895], [7.988642, 0.228249, 2.220760], [6.039475, 1.249563, 2.881742], [3.683138, 1.862775, 2.530086], [5.997507, -0.987036, -0.781150], [2.627510, -0.170031, -3.967797], [0.916508, 1.442551, -4.800962], [-0.281016, 2.883097, -3.219899], [-0.481814, 3.844029, -1.108056], [0.504578, 3.373982, 0.264313], [-1.586159, 2.666353, 1.025436], [-0.982137, 1.212565, 0.288055], [-3.152955, 3.068490, -0.751181], [-2.177793, 2.207908, -1.917382], [-7.008601, -1.987343, 0.858019], [-7.140466, -4.168903, -0.221954], [-6.321740, -4.493653, -2.517262], [-5.384838, -2.551069, -3.761716], [-5.256374, -0.364207, -2.713887], [-8.218555, 1.183839, 0.906874], [-8.694817, 1.327775, 3.346964], [-7.008263, 0.566255, 4.972662], [-4.843007, -0.341178, 4.172727], [-4.386628, -0.486248, 1.743590]],
  "atomic_forces_ev_per_a": [[-0.1, -0.3, 0.0], [0.1, 0.2, -0.2], [0.0, 0.0, 0.0], [0.0, 0.0, 0.0], [0.0, 0.2, 0.1], [-0.2, 0.0, 0.0], [-0.1, -0.1, -0.1], [0.0, -0.1, 0.0], [0.2, -0.1, -0.1], [0.0, 0.1, 0.2], [-0.1, 0.0, 0.1], [0.1, -0.1, 0.0], [0.1, 0.2, -0.1], [-0.2, 0.1, 0.0], [-0.1, 0.0, 0.2], [0.1, -0.1, 0.1], [0.1, -0.1, -0.1], [0.0, -0.2, -0.1], [0.0, 0.2, 0.0], [0.1, -0.3, -0.1], [0.3, 0.2, -0.1], [-0.2, -0.2, 0.2], [-0.1, 0.4, -0.1], [0.0, 0.0, 0.1], [0.7, -0.7, 0.1], [-0.1, 0.3, 0.0], [0.0, 0.0, 0.1], [0.0, -0.1, -0.2], [0.0, -0.1, 0.1], [0.0, -0.1, 0.0], [0.0, 0.1, 0.0], [-0.4, 0.3, -0.1], [0.0, 0.0, 0.2], [0.1, 0.0, 0.0], [0.0, 0.0, -0.1], [0.0, 0.0, -0.1], [0.0, 0.0, -0.1], [-0.1, 0.0, -0.2], [-0.2, 0.0, 0.2], [0.2, 0.1, -0.2], [0.0, 0.1, 0.0], [0.1, 0.1, 0.1], [0.0, 0.0, 0.0], [-0.1, -0.1, 0.1], [0.1, -0.1, 0.1], [0.0, 0.0, 0.0], [0.0, -0.1, -0.1], [0.0, 0.1, 0.0], [0.1, 0.0, 0.0], [-0.1, 0.0, 0.0], [0.0, 0.0, 0.0], [0.0, 0.0, 0.0], [0.0, 0.0, 0.0], [0.0, 0.0, 0.1], [0.0, 0.1, 0.0], [0.0, 0.0, 0.0], [-0.1, 0.1, 0.0], [0.0, 0.0, 0.1], [-0.1, 0.0, 0.1], [0.0, -0.1, -0.1], [0.0, 0.1, 0.0], [0.0, 0.0, 0.1], [0.0, 0.0, -0.1], [0.0, 0.0, 0.0], [0.0, 0.1, 0.0], [0.0, 0.0, -0.1], [-0.1, 0.0, 0.0], [0.0, 0.0, 0.1], [0.0, 0.0, 0.0], [0.0, 0.0, 0.1]],
  "mulliken_charge": [-0.536, -0.851, 0.101, -0.572, -1.211, 0.977, -0.790, -1.121, 0.634, 0.096, -0.516, -0.039, -0.597, 0.582, -0.871, -0.891, -0.532, 0.624, -1.575, -0.817, -0.366, -0.011, -0.011, -0.255, 0.445, 1.078, -0.517, -0.677, -0.522, -0.672, -0.398, -0.692, 0.036, -0.630, -0.381, -0.877, 0.084, 0.531, 0.364, -0.605, 0.174, 0.250, 0.381, 0.466, 0.332, 0.363, 0.356, 0.439, 0.346, 0.481, 0.610, 0.516, 0.409, 0.469, 0.588, 0.396, 0.352, 0.496, 0.521, 0.143, 0.347, 0.370, 0.384, 0.371, 0.427, 0.444, 0.393, 0.398, 0.384, 0.375]
}